The following is a quantum chemistry calculation of a molecular structure, C27H29N4PRh, from the OMol25 dataset.

```
62
Properties=species:S:1:pos:R:3:nbo_charge:R:1
Rh 0.37 0.69 -0.51 0.634
N -0.73 1.59 -2.14 -0.787
C -1.78 0.83 -2.79 0.233
C -2.23 1.11 -4.06 -0.251
C -3.34 0.41 -4.54 -0.099
C -3.98 -0.55 -3.76 -0.181
C -3.50 -0.85 -2.49 -0.119
C -2.37 -0.17 -2.02 -0.500
P -1.48 -0.69 -0.59 1.454
C 0.08 -1.45 -1.08 -0.499
C 0.60 -1.32 -2.40 -0.079
C 1.76 -1.97 -2.76 -0.234
C 2.39 -2.81 -1.85 -0.023
C 1.89 -2.98 -0.55 -0.228
C 0.77 -2.29 -0.16 -0.088
C -2.41 -1.76 0.47 -0.396
C -2.26 -3.15 0.39 -0.199
C -3.10 -3.95 1.13 -0.178
C -4.07 -3.39 1.95 -0.115
C -4.22 -2.01 2.03 -0.189
C -3.40 -1.19 1.28 -0.180
H -0.15 2.09 -2.80 0.425
H -1.19 2.31 -1.58 0.420
H -1.77 1.88 -4.67 0.251
H -3.71 0.62 -5.53 0.263
H -4.85 -1.06 -4.14 0.265
H -3.97 -1.62 -1.90 0.250
H 0.06 -0.75 -3.14 0.239
H 2.15 -1.87 -3.77 0.266
H 3.28 -3.35 -2.14 0.262
H 2.39 -3.64 0.14 0.263
H 0.38 -2.41 0.85 0.248
H -1.53 -3.60 -0.27 0.232
H -3.01 -5.03 1.06 0.256
H -4.73 -4.03 2.53 0.258
H -4.98 -1.57 2.66 0.258
H -3.52 -0.11 1.33 0.231
C 3.03 -1.13 4.95 -0.660
C 2.42 -0.69 3.66 0.114
C 3.17 -0.61 2.49 -0.233
C 2.57 -0.19 1.31 0.052
N 1.27 0.14 1.25 -0.455
C 0.54 0.09 2.38 0.036
C 1.07 -0.32 3.58 -0.226
H 3.97 -1.65 4.80 0.247
H 2.35 -1.79 5.50 0.253
H 3.22 -0.26 5.58 0.267
H 4.22 -0.86 2.48 0.257
H 3.14 -0.12 0.40 0.222
H -0.49 0.39 2.31 0.219
H 0.44 -0.35 4.45 0.257
C 2.07 5.81 -1.01 -0.398
N 2.14 4.76 0.03 -0.400
C 2.91 5.05 1.26 -0.399
C 1.61 3.61 -0.15 0.684
N 1.12 2.56 -0.31 -0.607
H 1.76 6.74 -0.54 0.244
H 1.34 5.53 -1.77 0.222
H 3.05 5.93 -1.47 0.239
H 2.56 6.00 1.66 0.243
H 3.97 5.11 1.02 0.237
H 2.74 4.27 1.99 0.226
```

As for the largest force on an atom: 1.0 eV Å⁻¹. The orbital gap is 6.53 eV. The energy above the lowest of the compared OMol25 structures with the same formula, charge and spin is 10.8 kcal per mole. As for the electronic energy: -46701.7868 eV. The total charge is +3.